Entry 1:
Molecular formula: C6H9N
Method: DFT, wB97M-V/def2-TZVPD

As for the spin multiplicity: 1. As for the energy relative to the best compared isomer or geometry (same formula, charge and spin): 0.746 eV. The charge is 0. The SMILES is Cc1ccc(C)[nH]1. The calculation puts the largest force on an atom at 1.4 eV Å⁻¹. The lowest unoccupied orbital energy is 1.0683 eV.

Each line ends with the natural charge from an NBO analysis.
Cartesian coordinates (Å):
C: -0.117683 2.443852 -0.775642  -0.6424
C: 0.230053 1.057706 -0.321541  0.1297
C: 1.429993 0.535362 0.044584  -0.2661
C: 1.227395 -0.845638 0.404619  -0.2974
C: -0.100596 -1.093379 0.311010  0.1432
C: -0.968354 -2.228842 0.752206  -0.6418
N: -0.752369 0.057416 -0.169682  -0.5801
H: -1.125060 2.727389 -0.453594  0.2236
H: 0.586198 3.162828 -0.341546  0.2253
H: -0.072003 2.553760 -1.866192  0.2147
H: 2.373581 1.067539 0.068360  0.2149
H: 1.981590 -1.550308 0.721549  0.2172
H: -1.942536 -2.228445 0.246510  0.2167
H: -0.496268 -3.201449 0.605301  0.2212
H: -1.175885 -2.112824 1.822698  0.2254
H: -1.078056 -0.344967 -1.048640  0.3960

Cartesian forces (eV/Å) of the 2 atoms listed first:
C 0.005 -0.010 -0.049
C 0.284 -0.077 -0.175

=====

Entry 2:
Molecular formula: C6H9N
Method: DFT, wB97M-V/def2-TZVPD

As for the spin multiplicity: 1. As for the energy relative to the best compared isomer or geometry (same formula, charge and spin): 2.335 eV. The charge is 0. The SMILES is C=C1C=C(C)C=N1.[H][H]. The calculation puts the largest force on an atom at 0.3 eV Å⁻¹. The lowest unoccupied orbital energy is -0.1372 eV.

Each line ends with the natural charge from an NBO analysis.
Cartesian coordinates (Å):
C: 2.281175 -0.703387 0.148845  -0.2806
C: 1.027128 -0.247972 0.080926  0.0661
C: -0.164130 -0.962250 -0.391708  -0.2238
C: -1.222279 -0.175128 -0.120069  -0.0674
C: -2.683835 -0.462977 -0.211092  -0.6364
C: -0.642734 1.064647 0.429905  0.0816
N: 0.636665 1.025765 0.578197  -0.4292
H: 3.046794 -0.146353 0.673614  0.2184
H: 2.571210 -1.641332 -0.311076  0.2011
H: 3.196346 1.885608 -0.220716  -0.0495
H: -0.165989 -1.970041 -0.787249  0.2207
H: -3.222870 0.307363 -0.772964  0.2222
H: -3.118631 -0.497222 0.795401  0.2239
H: -2.864220 -1.431112 -0.683814  0.2227
H: -1.213709 1.958888 0.678678  0.1926
H: 2.539074 1.995507 0.113124  0.0375

Cartesian forces (eV/Å) of the 2 atoms listed first:
C -0.109 -0.004 0.045
C 0.190 -0.195 0.029

=====

Entry 3:
Molecular formula: C6H9N
Method: DFT, wB97M-V/def2-TZVPD

As for the spin multiplicity: 1. As for the energy relative to the best compared isomer or geometry (same formula, charge and spin): 5.109 eV. The charge is 0. The SMILES is C[C@@H]1CN1C1=CC1. The calculation puts the largest force on an atom at 3.8 eV Å⁻¹. The lowest unoccupied orbital energy is 1.0717 eV.

Each line ends with the natural charge from an NBO analysis.
Cartesian coordinates (Å):
C: 1.029809 -0.626646 0.484284  0.1943
C: 1.995828 0.004376 1.482412  -0.4388
C: -1.131780 0.410085 0.790252  -0.2213
C: 2.275929 -1.022397 0.466222  -0.2665
C: -1.428858 -0.306923 -0.547031  -0.0366
C: -1.189111 0.368820 -1.876767  -0.6314
N: -0.349900 -0.697808 0.452983  -0.4073
H: 2.140174 1.066635 1.248613  0.1669
H: 2.046210 -0.284924 2.601259  0.1744
H: -0.738116 1.488434 0.730331  0.1945
H: -1.896316 0.215156 1.495391  0.1947
H: 3.055023 -1.520227 -0.218108  0.2212
H: -2.307347 -1.007879 -0.506446  0.2037
H: -1.277524 -0.154148 -2.754798  0.2203
H: -0.245188 0.882852 -1.763765  0.2178
H: -1.978832 1.184593 -2.084832  0.2140

Cartesian forces (eV/Å) of the 2 atoms listed first:
C -0.062 -0.585 1.562
C -0.527 0.420 1.272

=====

Entry 4:
Molecular formula: C6H9N
Method: DFT, wB97M-V/def2-TZVPD

As for the spin multiplicity: 1. As for the energy relative to the best compared isomer or geometry (same formula, charge and spin): 2.169 eV. The charge is 0. The SMILES is C=C(C)C#N.C=C. The calculation puts the largest force on an atom at 1.1 eV Å⁻¹. The lowest unoccupied orbital energy is 0.6213 eV.

Each line ends with the natural charge from an NBO analysis.
Cartesian coordinates (Å):
C: 1.269980 1.104556 0.161815  -0.6317
C: 1.098926 -0.145739 -0.662401  -0.1302
C: -1.382637 -0.402025 1.428180  -0.3798
C: -2.341182 0.003720 0.604223  -0.4024
C: 0.039293 -0.438007 -1.417426  -0.2993
C: 2.272041 -0.975752 -0.775397  0.2571
N: 3.266202 -1.542094 -0.955448  -0.3106
H: 1.881423 1.804597 -0.414689  0.2321
H: 1.795485 0.905847 1.102721  0.2290
H: 0.308433 1.572005 0.388465  0.2282
H: -0.969043 0.250603 2.193008  0.1943
H: -0.936573 -1.390667 1.344992  0.2001
H: -2.752574 -0.655234 -0.158166  0.1950
H: -2.735837 1.016439 0.632543  0.1958
H: -0.012202 -1.352400 -1.999698  0.2142
H: -0.801734 0.244153 -1.472729  0.2081

Cartesian forces (eV/Å) of the 2 atoms listed first:
C 0.019 0.081 -0.040
C -0.060 0.078 -0.359

=====

Entry 5:
Molecular formula: C6H9N
Method: DFT, wB97M-V/def2-TZVPD

As for the spin multiplicity: 1. As for the energy relative to the best compared isomer or geometry (same formula, charge and spin): 6.428 eV. The charge is 0. The calculation puts the largest force on an atom at 0.5 eV Å⁻¹. The lowest unoccupied orbital energy is 0.7498 eV.

Each line ends with the natural charge from an NBO analysis.
Cartesian coordinates (Å):
C: -0.643242 0.658597 2.161257  -0.6237
C: -0.336907 0.595266 0.688254  -0.3450
C: 0.024274 1.519927 -0.213608  -0.0165
C: 0.784082 0.961221 -1.352575  -0.3448
N: 0.967483 -0.540085 -1.236226  -0.3878
C: -0.182673 -1.412779 -1.377173  -0.2656
C: 0.423501 -1.056160 -0.065870  -0.0817
H: -1.662848 1.017916 2.340159  0.2258
H: 0.049322 1.336482 2.666340  0.2278
H: -0.550102 -0.329827 2.623618  0.2117
H: 0.376914 1.212597 -2.339260  0.2238
H: 1.794944 1.382901 -1.312778  0.2332
H: -0.003283 -2.371802 -1.860463  0.2071
H: -1.149790 -0.957451 -1.615899  0.1888
H: -0.824430 -0.342251 0.227731  0.3218
H: 0.932755 -1.674552 0.666492  0.2250

Cartesian forces (eV/Å) of the 2 atoms listed first:
C -0.020 0.009 0.073
C 0.110 0.398 -0.020

=====

Entry 6:
Molecular formula: C6H9N
Method: DFT, wB97M-V/def2-TZVPD

As for the spin multiplicity: 1. As for the energy relative to the best compared isomer or geometry (same formula, charge and spin): 2.844 eV. The charge is 0. The SMILES is C#CC[C@]1(C)CN1. The calculation puts the largest force on an atom at 0.5 eV Å⁻¹. The lowest unoccupied orbital energy is 1.0311 eV.

Each line ends with the natural charge from an NBO analysis.
Cartesian coordinates (Å):
C: 1.477003 -0.552229 0.025115  -0.6217
C: 0.339099 0.442851 0.016251  0.0902
C: -0.712534 0.210712 -1.060995  -0.4881
C: -1.488440 -1.006413 -0.796658  0.0163
C: -2.098896 -2.010529 -0.531348  -0.2669
C: -0.090766 1.068142 1.284586  -0.2578
N: 0.623642 1.852060 0.270920  -0.5908
H: 1.090441 -1.576810 0.043324  0.2302
H: 2.119520 -0.414605 0.902039  0.2105
H: 2.095134 -0.438282 -0.873963  0.2106
H: -0.229254 0.139423 -2.044415  0.2350
H: -1.373526 1.083615 -1.097003  0.2497
H: -2.647478 -2.897236 -0.300718  0.2389
H: -1.133600 1.343564 1.427354  0.1999
H: 0.431948 0.783111 2.196079  0.1940
H: 1.597709 1.972627 0.539431  0.3500

Cartesian forces (eV/Å) of the 2 atoms listed first:
C 0.033 0.000 0.005
C -0.002 -0.182 0.013

=====

Entry 7:
Molecular formula: C6H9N
Method: DFT, wB97M-V/def2-TZVPD

As for the spin multiplicity: 1. As for the energy relative to the best compared isomer or geometry (same formula, charge and spin): 2.908 eV. The charge is 0. The SMILES is C=C=C(C)[C@@H]1CN1. The calculation puts the largest force on an atom at 0.3 eV Å⁻¹. The lowest unoccupied orbital energy is 1.0288 eV.

Each line ends with the natural charge from an NBO analysis.
Cartesian coordinates (Å):
C: 0.036346 1.924562 0.046236  -0.6171
C: 0.293176 0.444870 -0.119691  -0.1163
C: 0.693130 -0.088834 -1.247531  0.1103
C: 1.111509 -0.652620 -2.349548  -0.4901
C: 0.128419 -0.427925 1.096601  -0.0981
C: -0.838241 -1.546159 1.085537  -0.2495
N: -1.099100 -0.353403 1.891368  -0.5791
H: -0.991009 2.110749 0.385528  0.2098
H: 0.184932 2.462500 -0.893058  0.2251
H: 0.704843 2.351326 0.803642  0.2200
H: 2.173270 -0.761890 -2.561083  0.2199
H: 0.417096 -1.039027 -3.092046  0.2195
H: 1.026726 -0.519229 1.709381  0.2059
H: -0.643522 -2.457680 1.645111  0.1985
H: -1.411427 -1.685843 0.171314  0.1957
H: -1.786146 0.238602 1.428240  0.3456

Cartesian forces (eV/Å) of the 2 atoms listed first:
C 0.007 0.095 -0.029
C 0.041 -0.100 -0.176

=====

Entry 8:
Molecular formula: C6H9N
Method: DFT, wB97M-V/def2-TZVPD

As for the spin multiplicity: 1. As for the energy relative to the best compared isomer or geometry (same formula, charge and spin): 4.962 eV. The charge is 0. The calculation puts the largest force on an atom at 0.5 eV Å⁻¹. The lowest unoccupied orbital energy is 0.7729 eV.

Each line ends with the natural charge from an NBO analysis.
Cartesian coordinates (Å):
C: -0.809002 1.901445 0.037190  -0.4127
C: -0.507226 0.114935 -0.881457  -0.0761
C: -0.094307 -0.935889 -0.062639  -0.2215
C: -0.903512 -2.175312 0.199934  -0.6205
C: 1.228411 -0.714392 0.411515  -0.1969
C: 1.661674 0.517418 -0.004024  -0.1614
N: 0.603712 1.060991 -0.721251  -0.4588
H: -1.471120 1.385368 0.722818  0.2409
H: -1.358163 2.381935 -0.767009  0.2261
H: -0.177847 2.609444 0.582102  0.1900
H: -0.429537 -3.067223 -0.229994  0.2093
H: -1.893770 -2.077005 -0.254387  0.2245
H: -1.037435 -2.366409 1.272383  0.2035
H: 1.825645 -1.414355 0.989307  0.2184
H: 2.583398 1.054955 0.171783  0.2139
H: 0.779082 1.724087 -1.466278  0.4213

Cartesian forces (eV/Å) of the 2 atoms listed first:
C -0.095 0.379 0.284
C 0.240 -0.308 0.077